(1)
C12H4Br4O2S2Se2TcTe2 | ωB97M-V with the def2-TZVPD basis set

Geometry (Å):
Tc1 0.22499 0.01821 -0.10277
Br1 -4.47695 2.11518 4.61160
C1 -2.94919 1.37189 3.77072
C2 -1.92185 0.85543 4.53943
Br2 -2.03632 0.90367 6.42964
C3 -0.79741 0.31522 3.92566
Br3 0.63822 -0.39199 4.94383
C4 -0.66764 0.31313 2.54312
O1 0.35916 -0.15924 1.93299
C5 -1.71944 0.88346 1.73919
O2 -1.54025 0.90437 0.47132
C6 -2.85333 1.37199 2.38221
Br4 -4.26643 2.07270 1.31983
S1 -0.39153 0.19152 -2.40502
C7 -1.24288 -1.28183 -2.75572
C8 -1.69718 -1.49129 -4.05634
C9 -2.35448 -2.65637 -4.39383
C10 -2.59383 -3.62510 -3.42862
C11 -2.16630 -3.42609 -2.13267
C12 -1.47758 -2.26751 -1.78377
S2 -0.92282 -2.09318 -0.14371
H1 -1.50339 -0.72313 -4.78971
H2 -2.67391 -2.81867 -5.41385
H3 -3.10375 -4.54387 -3.68623
H4 -2.34502 -4.16943 -1.36821
Se1 2.19090 -1.21646 -0.58746
Te1 4.31701 0.12484 -0.79223
Te2 3.49724 2.70655 -0.41588
Se2 1.04057 2.32588 0.05136

Its spin multiplicity is 2. The calculation puts the relative energy (zero: lowest compared OMol25 entry of this formula, charge and spin) at 12.3 kcal/mol. Its expectation value of S² is 0.831. The total energy is -465927.1076 eV. The value obtained for the gap between HOMO and LUMO (alpha / beta) is 4.916 / 5.282 eV. The net charge is -2. For the HOMO energy (alpha / beta), the calculation gives -1.31 / -1.37 eV.

(2)
C8H8OS | ωB97M-V with the def2-TZVPD basis set

Geometry (Å):
C1 1.51564 -2.31606 0.22439
C2 2.11575 -1.34714 -0.62545
C3 0.25146 -1.98614 0.83388
C4 1.47743 -0.05088 -0.79356
C5 -0.41627 -0.74680 0.53425
C6 0.31603 0.28336 -0.12115
C7 -0.28916 1.57337 -0.33865
C8 -2.24667 2.81059 0.14394
O1 -1.42945 1.79100 0.19877
S1 -3.69832 2.60219 1.00315
H1 1.85844 -3.39279 0.41747
H2 3.06544 -1.49814 -1.09879
H3 -0.35244 -2.79376 1.09066
H4 1.82011 0.70114 -1.50999
H5 -1.33759 -0.42624 1.03134
H6 0.04379 2.33047 -1.11879
H7 -1.79967 3.72475 -0.03165
H8 -4.50394 2.30911 0.08380

The calculation puts the relative energy (zero: lowest compared OMol25 entry of this formula, charge and spin) at 55.1 kcal/mol. The total energy is -21304.2180 eV. The value obtained for the gap between HOMO and LUMO (alpha / beta) is 7.557 / 7.074 eV. For the HOMO energy (alpha / beta), the calculation gives -7.72 / -7.11 eV.

(3)
C26H19AuCl2N5O2 | ωB97M-V with the def2-TZVPD basis set

Geometry (Å):
Au1 -0.91935 0.18750 -1.57869
O1 2.70888 -0.83141 4.57309
N1 3.27884 -1.36656 3.64099
O2 4.37548 -1.89058 3.72429
C1 2.62422 -1.35735 2.32735
C2 3.44424 -1.31196 1.26116
C3 2.91521 -1.20278 -0.05651
C4 3.76088 -1.08392 -1.18237
C5 3.20774 -0.93957 -2.41565
C6 1.80757 -0.85331 -2.51405
N2 0.99996 -0.95542 -1.47855
C7 1.53287 -1.16349 -0.24591
C8 0.65003 -1.33259 0.90291
N3 -0.66679 -1.45233 0.66389
C9 -1.49607 -1.53464 1.67545
C10 -1.06292 -1.54970 3.00828
C11 0.27802 -1.49227 3.27233
C12 1.18879 -1.37851 2.20275
H1 4.51524 -1.31121 1.40822
H2 4.83494 -1.08781 -1.04308
H3 3.81098 -0.81649 -3.30338
H4 1.33343 -0.66131 -3.46832
H5 -2.55435 -1.58314 1.43108
H6 -1.78627 -1.61282 3.80972
H7 0.63530 -1.51343 4.28900
C13 -2.84442 2.51158 0.15567
C14 -3.62001 1.22956 0.23295
C15 -4.43073 0.93948 1.32025
C16 -5.16392 -0.23823 1.39849
C17 -5.08573 -1.14276 0.34698
C18 -4.27977 -0.90127 -0.75610
C19 -4.16656 -1.89854 -1.87228
C20 -3.51850 0.29066 -0.82186
N4 -2.73106 0.52000 -1.93199
H8 -3.14974 3.19087 0.95333
H9 -3.02112 2.99412 -0.81024
H10 -1.76568 2.34556 0.22315
H11 -4.49003 1.66546 2.12515
H12 -5.79340 -0.43964 2.25640
H13 -5.65571 -2.06617 0.38071
H14 -4.82879 -2.74899 -1.70136
H15 -3.13795 -2.25930 -1.96478
H16 -4.41432 -1.44655 -2.83531
Cl1 0.54031 2.05229 -3.65447
C21 1.78512 2.11744 -2.41941
C22 3.05497 2.46521 -2.84346
C23 4.09170 2.63985 -1.94327
C24 3.79713 2.53242 -0.57766
C25 2.53934 2.19696 -0.16024
Cl2 2.24324 2.07218 1.56077
C26 1.42804 1.87191 -1.04097
N5 0.34144 1.37573 -0.50987
H17 3.21592 2.60610 -3.90557
H18 5.08320 2.90983 -2.27944
H19 4.56018 2.70933 0.17042

The calculation puts the relative energy (zero: lowest compared OMol25 entry of this formula, charge and spin) at 0.0 kcal/mol. The total energy is -67549.3167 eV. The value obtained for the gap between HOMO and LUMO is 5.014 eV. The net charge is -1. For the HOMO energy, the calculation gives -3.53 eV.